A cluster of 2 separate species, C2H9N2S in total at a distorted geometry, computed with wB97M-V/def2-TZVPD.

The geometry in XYZ format:
```
14
Properties=species:S:1:pos:R:3:forces:R:3:lowdin_charge:R:1
C 1.771 -1.063 0.579 1.368 -1.049 -1.500 -0.76
S 1.759 0.750 0.350 0.063 -0.075 0.149 0.05
H 1.237 -1.590 -0.322 0.462 0.619 2.000 0.02
H 1.524 -1.380 1.596 -1.000 -0.055 -0.270 -0.03
H 2.827 -1.502 0.549 -0.930 0.715 -0.404 -0.01
N -1.139 0.490 -1.332 -0.056 2.934 -1.270 -0.10
C -2.148 -0.384 -0.690 1.354 1.360 -0.210 -0.41
N -1.980 -0.395 0.773 2.112 -1.416 -0.131 -0.04
H -0.122 0.812 -1.007 -2.221 -1.894 0.396 -0.04
H -1.635 1.406 -1.479 0.921 -1.165 0.017 0.04
H -2.095 -1.333 -1.211 0.019 -0.667 0.665 0.07
H -3.125 0.048 -0.961 0.184 -0.137 0.227 0.08
H -1.575 0.546 0.891 -0.283 -0.438 0.470 0.04
H -1.078 -0.989 0.924 -1.993 1.266 -0.138 0.07
```
Forces are in eV/Å.

LUMO level: 4.17 eV
multiplicity: 1
ΔE to the lowest compared entry with this formula, charge and spin: 32.3 kcal/mol
gap between HOMO and LUMO: 0.2493 Ha
total charge: -1
strongest force on any atom: 0.062 Eh/bohr
highest occupied orbital energy: -2.62 eV

=====

A structure of composition C6H9BCaClF5IMgNNaO18S2Si at a distorted geometry, computed with wB97M-V/def2-TZVPD.

The geometry in XYZ format:
```
48
Properties=species:S:1:pos:R:3:forces:R:3:lowdin_charge:R:1
O -3.844 -0.186 2.539 -0.338 -0.426 0.114 0.16
C -3.072 0.412 1.867 -0.685 -0.024 1.067 -0.56
O -2.111 1.157 2.517 -0.068 -0.334 -2.585 0.12
C -3.249 0.328 0.314 0.204 0.789 0.406 -0.16
Si -1.857 -0.574 -0.592 -2.676 2.235 -2.964 0.08
O -1.102 0.572 -1.663 -0.766 -4.380 2.395 -0.32
I -2.783 -2.348 -2.013 0.725 0.316 0.651 0.67
S -0.258 -1.355 0.674 3.992 -1.490 1.987 0.61
O 0.522 -0.263 1.217 -1.365 -0.490 -0.372 -0.27
O 0.655 -2.178 -0.228 -2.097 0.885 0.867 -0.53
F -0.730 -2.294 1.872 0.412 1.188 -2.129 -0.10
H -1.547 1.536 1.813 0.067 0.273 0.705 0.11
H -4.230 -0.185 0.115 1.113 0.253 0.436 0.11
H -3.383 1.372 -0.097 0.514 -0.951 0.211 0.12
H -1.593 1.441 -1.557 1.385 -0.118 -0.331 0.03
C 3.268 -2.739 -2.491 -0.304 -0.254 -1.058 -0.15
C 3.090 -2.636 -3.957 0.235 0.049 1.900 -0.26
N 2.953 -2.556 -5.085 -0.299 0.181 -1.129 0.18
H 2.316 -2.564 -1.990 0.500 -1.610 0.203 -0.04
H 3.639 -3.759 -2.218 1.012 -0.160 0.542 0.08
H 3.991 -2.001 -2.157 0.137 -0.706 -0.621 0.01
Ca 1.362 -0.903 -1.969 -1.430 2.604 -0.890 1.31
O -0.918 2.787 -1.901 -0.411 1.478 -0.501 -0.35
Cl 0.336 3.450 -1.665 -0.733 2.607 0.782 0.68
O 0.479 4.609 -2.464 0.066 -0.726 0.234 -0.26
O 1.394 2.474 -1.997 1.482 -1.238 -0.400 -0.61
O 0.440 3.790 -0.273 0.190 -0.698 -0.110 -0.31
B -1.700 -1.863 5.959 1.144 1.103 1.330 -1.02
O -3.151 -1.733 5.671 -0.016 -0.753 -0.452 0.25
C -3.480 -2.692 4.829 -1.662 1.301 1.305 -0.35
O -4.599 -2.869 4.386 1.010 0.267 -1.263 0.11
C -2.271 -3.510 4.510 1.619 -1.169 -0.446 -0.42
O -2.231 -4.459 3.770 -0.188 0.179 -0.110 0.13
O -1.231 -3.026 5.170 -0.651 0.023 -0.324 0.22
F -1.496 -2.094 7.335 -0.153 0.113 -0.819 0.12
F -1.016 -0.693 5.554 -0.369 -0.622 0.070 0.11
Mg 3.575 2.241 -2.657 -1.254 -0.363 0.277 0.91
O 0.502 6.649 -5.661 -0.082 -0.172 0.304 -0.25
S 1.131 5.320 -5.692 0.351 0.405 -0.012 0.23
O 1.452 4.954 -7.081 -0.002 -0.371 0.125 -0.25
O 0.204 4.325 -5.128 -0.253 -0.164 -0.467 -0.26
O 2.374 5.345 -4.896 0.183 -0.111 -0.029 -0.32
Na 4.331 -0.692 -0.841 1.233 0.836 0.951 0.42
O 5.052 1.559 0.644 -0.211 -0.308 -0.030 -0.09
H 4.259 1.909 1.068 -0.021 0.069 -0.037 0.05
H 5.742 1.669 1.310 0.072 -0.036 -0.058 0.06
F 5.227 -4.472 -1.607 -0.948 0.872 -0.204 -0.73
F -6.301 -3.726 4.732 -0.666 -0.355 0.477 -0.28
```
Forces are in eV/Å.

LUMO level: -3.84 eV
multiplicity: 1
gap between HOMO and LUMO: 0.0350 Ha
total charge: -1
strongest force on any atom: 0.098 Eh/bohr
highest occupied orbital energy: -4.80 eV

=====

A structure of composition C11H8NS3SbTeW at a distorted geometry, computed with wB97M-V/def2-TZVPD.

The geometry in XYZ format:
```
26
Properties=species:S:1:pos:R:3:forces:R:3:lowdin_charge:R:1
W 1.147 -0.391 1.806 -0.593 0.484 -1.139 0.14
C -1.485 3.261 0.797 -0.136 -0.007 -0.176 -0.06
C -2.167 2.877 -0.354 0.103 0.024 0.154 -0.07
C -1.888 1.651 -0.917 -0.087 -0.057 -0.145 -0.01
C -0.931 0.815 -0.337 0.013 0.242 0.278 -0.22
N -0.295 1.197 0.778 0.129 -0.179 -0.017 -0.11
C -0.565 2.385 1.325 0.171 -0.045 0.182 -0.21
C -0.526 -0.494 -0.855 0.157 -0.277 -0.087 -0.20
C -1.001 -0.952 -2.086 -0.060 0.113 0.012 -0.05
C -0.569 -2.156 -2.606 0.051 -0.097 -0.012 -0.10
C 0.355 -2.906 -1.891 -0.081 0.118 -0.005 -0.09
C 0.818 -2.449 -0.667 0.070 -0.129 0.056 -0.16
C 0.399 -1.242 -0.093 -0.147 -0.034 0.063 -0.25
H -1.665 4.215 1.273 0.014 -0.003 0.021 0.10
H -2.906 3.529 -0.800 -0.007 -0.005 -0.016 0.10
H -2.415 1.337 -1.806 0.020 -0.015 0.007 0.10
H -0.004 2.616 2.221 -0.012 -0.003 -0.020 0.07
H -1.702 -0.359 -2.660 0.005 0.004 0.008 0.09
H -0.938 -2.501 -3.564 -0.007 0.014 0.001 0.09
H 0.719 -3.845 -2.289 0.009 -0.009 0.009 0.10
H 1.543 -3.055 -0.141 -0.007 0.023 0.012 0.02
S 5.612 -1.377 2.424 0.030 -0.051 -0.007 -0.42
Sb 3.609 -1.027 3.396 0.450 0.067 0.226 0.15
S 2.043 -2.500 2.262 0.176 -0.021 -0.047 -0.13
S -0.072 -0.061 3.524 -0.380 0.035 0.427 -0.01
Te 2.886 1.434 1.261 0.120 -0.189 0.215 0.13
```
Forces are in eV/Å.

LUMO level (spin up / spin down): 1.90 / 1.91 eV
multiplicity: 2
ΔE to the lowest compared entry with this formula, charge and spin: 0.0 kcal/mol
gap between HOMO and LUMO (spin up / spin down): 0.2020 / 0.2130 Ha
total charge: -1
strongest force on any atom: 0.027 Eh/bohr
highest occupied orbital energy (spin up / spin down): -3.60 / -3.89 eV

=====

A cluster of 2 separate species, C8H10NOP in total at a distorted geometry, computed with wB97M-V/def2-TZVPD.

The geometry in XYZ format:
```
21
Properties=species:S:1:pos:R:3:forces:R:3:lowdin_charge:R:1
C 1.045 -2.656 0.589 0.581 0.370 1.258 -0.05
C 0.540 -1.915 1.702 0.901 1.435 -4.263 -0.05
C 1.556 -1.977 -0.500 -0.942 2.654 1.558 -0.07
C 0.344 -0.563 1.539 -0.286 0.680 -0.800 -0.03
C 1.497 -0.559 -0.614 -1.219 -1.054 0.359 -0.02
C 0.752 0.107 0.355 0.514 0.569 0.775 -0.31
C -1.691 0.881 -1.669 3.574 -4.632 0.806 -0.27
C 0.499 1.536 0.231 -2.779 1.652 -0.122 0.11
N -1.575 1.575 -0.495 3.162 2.323 2.475 -0.33
O -1.787 3.253 1.303 1.824 2.052 3.383 -0.52
P -2.551 2.650 0.260 -1.240 -2.178 -3.241 0.67
H 1.202 -3.739 0.668 -0.276 0.498 -0.077 0.11
H 0.273 -2.324 2.570 -1.047 -1.948 3.153 0.06
H 2.026 -2.442 -1.263 1.364 -1.884 -2.233 0.06
H -0.215 0.068 2.233 0.310 -0.438 0.211 0.12
H 1.868 -0.008 -1.483 0.009 -0.403 0.305 0.12
H -2.569 1.064 -2.104 -3.733 0.280 -1.903 0.02
H -0.909 0.939 -2.443 0.131 0.905 0.318 0.08
H -1.544 -0.232 -1.354 -0.852 1.213 -0.988 0.11
H 0.291 2.271 1.090 0.247 -1.690 -1.137 0.10
H 0.949 2.070 -0.615 -0.244 -0.404 0.164 0.09
```
Forces are in eV/Å.

LUMO level (spin up / spin down): -0.68 / -0.68 eV
multiplicity: 1
ΔE to the lowest compared entry with this formula, charge and spin: 39.8 kcal/mol
gap between HOMO and LUMO (spin up / spin down): 0.2890 / 0.2890 Ha
strongest force on any atom: 0.115 Eh/bohr
highest occupied orbital energy (spin up / spin down): -8.55 / -8.55 eV

=====

An isolated molecule of C8H14N4O3 at a distorted geometry, computed with wB97M-V/def2-TZVPD.

The geometry in XYZ format:
```
29
Properties=species:S:1:pos:R:3:forces:R:3:lowdin_charge:R:1
C -1.370 0.451 -1.621 -0.974 2.021 -0.073 -0.15
C -0.685 -0.678 -1.173 1.045 -3.471 0.141 -0.24
C -1.214 -1.441 -0.224 -0.731 2.156 -0.085 0.02
C -2.858 0.836 0.240 -0.614 -3.024 -0.387 -0.13
C -1.931 0.193 1.384 -3.930 -1.091 -1.318 -0.41
C 2.406 1.050 0.248 0.434 2.520 0.906 -0.16
C 0.586 -1.130 -1.918 -1.468 -1.008 0.647 -0.11
C 1.713 -0.787 -1.050 1.562 0.936 1.764 -0.18
N -2.334 1.095 -1.071 0.824 0.506 -0.232 0.04
N -0.792 0.639 1.708 4.466 4.617 -5.334 0.21
N -2.514 -0.509 2.334 -1.685 -2.083 1.556 0.17
N -0.883 -2.475 0.515 0.203 -1.877 0.768 -0.45
O -0.392 -2.276 1.661 0.354 0.385 0.076 -0.06
O -1.216 -3.619 0.170 -0.037 -0.029 -0.264 0.01
O 1.459 0.567 -0.605 -0.096 -0.264 -1.878 -0.23
H -0.916 0.866 -2.525 -0.696 0.220 -0.196 0.13
H -3.885 0.265 0.083 2.264 0.384 0.703 0.17
H -3.192 1.742 0.624 -0.344 1.942 0.829 0.08
H 3.338 1.522 -0.122 -0.438 -0.254 -0.931 0.09
H 2.802 0.325 0.926 -0.278 -0.723 1.007 0.08
H 1.855 1.901 0.710 0.796 -0.507 0.561 0.10
H 0.673 -0.647 -2.843 0.057 0.917 -1.455 0.10
H 0.488 -2.201 -2.146 0.311 0.211 0.292 0.14
H 2.758 -0.831 -1.481 -1.115 -0.240 0.332 0.15
H 1.626 -1.276 -0.069 0.533 -0.994 -0.537 0.13
H -0.139 0.979 0.886 -2.028 -0.632 1.756 0.17
H -0.194 0.251 2.330 1.382 -1.962 2.808 0.09
H -2.057 -1.234 2.927 0.459 1.187 -0.893 0.14
H -3.475 -0.780 2.243 -0.257 0.161 -0.564 0.11
```
Forces are in eV/Å.

LUMO level: 0.21 eV
multiplicity: 1
ΔE to the lowest compared entry with this formula, charge and spin: 140.9 kcal/mol
gap between HOMO and LUMO: 0.3042 Ha
strongest force on any atom: 0.162 Eh/bohr
highest occupied orbital energy: -8.07 eV